Below is a gas-phase ion, C2H7N2 (charge +1), with properties calculated with ωB97M-V/def2-TZVPD.

Computed properties:
SMILES ... C/N=C/[NH3+]
ΔE to the lowest compared entry with this formula, charge and spin ... 191.4 kJ/mol
Net charge ... +1
Spin multiplicity ... 1
E_HOMO ... -15.53 eV

Cartesian coordinates (Å):
C (-1.8325, -0.0431, 0.0861)
N (-0.5114, -0.1052, 0.4770)
C (0.3745, -0.1150, -0.3721)
N (1.7778, 0.0304, 0.2322)
H (-2.5428, -0.4274, 0.8364)
H (-1.8450, -0.4020, -0.9418)
H (-2.0256, 1.0306, 0.1497)
H (0.4372, -0.1011, -1.4311)
H (2.2682, 0.9020, -0.0110)
H (1.6647, 0.0324, 1.1990)
H (2.2350, -0.8016, -0.2244)

=====

Below is 2 unconnected molecules or ions with the total composition C6H17FNO6PSi2, with properties calculated with ωB97M-V/def2-TZVPD.

Computed properties:
SMILES ... NC[Si@@H](CCO)O[SiH2][PH2]=O.O=C1OC[C@@H](F)O1
Spin multiplicity ... 1
E_HOMO ... -9.36 eV

Cartesian coordinates (Å):
N (0.0507, 0.9218, 0.2167)
C (-0.5531, -0.1354, 1.0359)
Si (0.6738, -1.5294, 1.2496)
C (0.3089, -2.5927, 2.7335)
C (1.4278, -3.5581, 3.0941)
O (1.1284, -4.3670, 4.2241)
O (0.6995, -2.4860, -0.1062)
Si (0.7181, -2.1423, -1.7047)
P (1.1034, -4.1196, -2.7732)
O (0.3028, -5.2860, -2.3147)
H (0.8906, 1.2889, 0.6474)
H (-0.6003, 1.6908, 0.1053)
H (-1.4329, -0.5084, 0.5026)
H (-0.9089, 0.1748, 2.0301)
H (2.0204, -0.9072, 1.3847)
H (0.1234, -1.9074, 3.5713)
H (-0.6152, -3.1547, 2.5665)
H (1.6065, -4.2572, 2.2756)
H (2.3626, -3.0065, 3.2569)
H (0.7775, -3.8032, 4.9163)
H (1.8043, -1.2051, -2.0634)
H (-0.5833, -1.6545, -2.2033)
H (2.5112, -4.2728, -2.7569)
H (0.9625, -3.7362, -4.1331)
O (-2.5300, 3.0819, -0.0714)
C (-2.0734, 3.9415, -0.7478)
O (-2.2658, 4.0716, -2.0778)
C (-1.7205, 5.3212, -2.5013)
C (-0.7312, 5.6415, -1.3929)
F (-0.7094, 6.9639, -1.1009)
O (-1.2574, 4.9315, -0.2921)
H (-2.5065, 6.0784, -2.5113)
H (-1.2774, 5.2103, -3.4856)
H (0.2930, 5.3114, -1.5738)

=====

Below is a molecular structure, C2H3NiO, with properties calculated with ωB97M-V/def2-TZVPD.

Computed properties:
ΔE to the lowest compared entry with this formula, charge and spin ... 95.4 kJ/mol
Spin multiplicity ... 4
E_HOMO (spin up / spin down) ... -8.79 / -8.77 eV

Cartesian coordinates (Å):
C (0.1639, 0.0420, -0.8664)
C (0.4718, 0.5449, 0.3810)
O (-1.6258, -1.2289, 1.1440)
Ni (-1.3652, -1.2092, -0.6866)
H (1.0303, -0.0423, -1.5413)
H (1.5151, 0.5959, 0.7339)
H (-0.1899, 1.2976, 0.8354)

=====

Below is a molecular structure, C38H40O5S2, with properties calculated with ωB97M-V/def2-TZVPD.

Computed properties:
Spin multiplicity ... 1
E_HOMO ... -9.37 eV

Cartesian coordinates (Å):
O (5.6232, -1.6950, 6.1300)
S (4.6014, -1.8597, 5.1615)
O (4.8088, -2.5847, 3.9680)
O (3.9647, -0.4531, 4.7828)
C (3.0500, -0.1218, 5.8440)
C (2.2643, -1.4215, 5.9814)
O (1.5998, -1.4381, 7.1740)
S (1.1679, -1.7680, 4.5466)
O (3.2904, -2.4238, 5.9302)
H (3.6272, 0.0769, 6.7483)
H (2.4344, 0.7229, 5.5527)
H (1.3720, -2.3558, 7.3951)
H (0.2383, -0.8906, 4.9458)
C (1.6510, 2.4893, 0.6551)
C (2.3405, 1.4773, 1.3081)
C (2.8912, 1.7068, 2.5616)
C (2.7496, 2.9524, 3.1593)
C (2.0605, 3.9665, 2.5072)
C (1.5118, 3.7348, 1.2534)
H (1.2222, 2.3059, -0.3220)
H (2.4465, 0.5056, 0.8419)
H (3.4277, 0.9152, 3.0654)
H (3.1808, 3.1372, 4.1366)
H (1.9529, 4.9362, 2.9772)
H (0.9757, 4.5247, 0.7428)
C (-1.6570, -0.6245, -3.1404)
C (-0.9522, -1.6262, -2.4870)
C (-0.3915, -1.3853, -1.2404)
C (-0.5381, -0.1395, -0.6449)
C (-1.2441, 0.8624, -1.2966)
C (-1.8015, 0.6210, -2.5452)
H (-2.0944, -0.8184, -4.1118)
H (-0.8414, -2.5971, -2.9537)
H (0.1591, -2.1670, -0.7324)
H (-0.1038, 0.0509, 0.3286)
H (-1.3623, 1.8331, -0.8303)
H (-2.3527, 1.4041, -3.0507)
C (3.8487, 8.1228, 3.9710)
C (3.3222, 9.0027, 4.9066)
C (2.9156, 8.5347, 6.1485)
C (3.0372, 7.1868, 6.4563)
C (3.5648, 6.3074, 5.5210)
C (3.9697, 6.7747, 4.2782)
H (4.1644, 8.4872, 3.0020)
H (3.2290, 10.0543, 4.6678)
H (2.5036, 9.2210, 6.8771)
H (2.7222, 6.8224, 7.4257)
H (3.6628, 5.2562, 5.7621)
H (4.3778, 6.0869, 3.5481)
C (-2.8974, -5.3187, -5.7850)
C (-4.0217, -4.8771, -6.4686)
C (-4.8524, -3.9244, -5.8944)
C (-4.5579, -3.4131, -4.6378)
C (-3.4346, -3.8574, -3.9538)
C (-2.6055, -4.8114, -4.5268)
H (-2.2496, -6.0632, -6.2310)
H (-4.2497, -5.2738, -7.4496)
H (-5.7299, -3.5805, -6.4269)
H (-5.2038, -2.6681, -4.1906)
H (-3.2051, -3.4578, -2.9744)
H (-1.7306, -5.1620, -3.9924)
C (-6.1290, 3.0418, -3.1434)
C (-5.4207, 2.0412, -2.4926)
C (-4.8602, 2.2855, -1.2464)
C (-5.0091, 3.5300, -0.6501)
C (-5.7184, 4.5305, -1.3005)
C (-6.2774, 4.2867, -2.5473)
H (-6.5658, 2.8518, -4.1155)
H (-5.3036, 1.0694, -2.9558)
H (-4.3026, 1.5053, -0.7435)
H (-4.5718, 3.7203, 0.3218)
H (-5.8356, 5.5010, -0.8355)
H (-6.8287, 5.0676, -3.0552)
C (1.0373, -7.7941, -5.5573)
C (1.7324, -8.8022, -4.9039)
C (2.2761, -8.5691, -3.6483)
C (2.1232, -7.3289, -3.0442)
C (1.4274, -6.3210, -3.6970)
C (0.8860, -6.5535, -4.9538)
H (0.6140, -7.9753, -6.5371)
H (1.8504, -9.7703, -5.3735)
H (2.8204, -9.3546, -3.1402)
H (2.5472, -7.1476, -2.0649)
H (1.3085, -5.3528, -3.2266)
H (0.3471, -5.7646, -5.4642)

=====

Below is C7H12N4S in the gas phase, with properties calculated with ωB97M-V/def2-TZVPD.

Computed properties:
SMILES ... Nc1nnc(N2CCCCC2)s1
ΔE to the lowest compared entry with this formula, charge and spin ... 242.8 kJ/mol
Spin multiplicity ... 1
E_HOMO ... -8.24 eV

Cartesian coordinates (Å):
N (0.9488, -4.9327, -0.0766)
C (0.8742, -3.5319, 0.1698)
N (0.7458, -2.9798, 1.4008)
N (0.4482, -1.6369, 1.4106)
C (0.2724, -1.0799, 0.2931)
N (-0.3307, 0.1055, 0.0567)
C (-0.4872, 0.9074, 1.2178)
C (-1.3078, 2.0997, 0.9048)
C (-0.6159, 2.8980, -0.2716)
C (-0.4558, 1.9960, -1.4685)
C (0.5208, 0.7950, -1.0520)
S (0.7031, -2.2223, -1.1268)
H (0.9130, -5.4084, 0.8168)
H (1.7302, -5.2661, -0.7833)
H (0.5640, 1.1313, 1.5855)
H (-0.8438, 0.2219, 1.9541)
H (-2.2576, 1.7787, 0.4653)
H (-1.2743, 2.4854, 1.8812)
H (0.2461, 3.3674, 0.1119)
H (-1.1261, 3.8670, -0.6273)
H (-0.0084, 2.5300, -2.3229)
H (-1.3690, 1.7152, -1.9989)
H (0.5017, 0.0880, -1.7938)
H (1.6083, 1.0717, -0.7467)

=====

Below is C3HClS3 in the gas phase, with properties calculated with ωB97M-V/def2-TZVPD.

Computed properties:
ΔE to the lowest compared entry with this formula, charge and spin ... 298.3 kJ/mol
Spin multiplicity ... 1
E_HOMO (spin up / spin down) ... -8.91 / -8.40 eV

Cartesian coordinates (Å):
C (0.7938, -0.0994, 0.4599)
C (1.2634, 0.9143, -0.1504)
C (-0.2553, -1.0396, -0.0811)
S (-0.1412, -2.5834, -0.4261)
S (-1.9642, 1.6401, 0.1177)
S (-1.8601, -0.2660, 0.0121)
Cl (1.2585, 1.8725, -1.4478)
H (0.9050, -0.4386, 1.5156)